Entry from the OMol25 dataset: a molecular structure, C36H38N6OPdS (wB97M-V/def2-TZVPD).

XYZ file:
```
83
Properties=species:S:1:pos:R:3:forces:R:3
Pd -0.080 0.191 -0.346 -0.159 -0.242 -0.180
C 3.578 2.696 -0.702 0.050 0.001 0.003
C 3.553 2.970 -2.062 -0.066 -0.029 -0.003
C 2.503 2.512 -2.845 0.025 0.001 0.029
C 1.475 1.767 -2.267 -0.063 0.003 -0.100
C 1.524 1.473 -0.907 -0.030 -0.026 0.211
C 2.559 1.942 -0.121 0.023 0.000 -0.089
C 0.275 1.334 -3.016 0.143 0.056 -0.009
C 0.170 1.436 -4.423 -0.073 -0.033 0.077
C -0.983 1.054 -5.036 0.005 0.004 0.020
C -2.084 0.607 -4.267 -0.092 0.001 -0.203
C -3.330 0.270 -4.847 0.076 0.013 0.050
C -4.379 -0.104 -4.059 0.021 0.013 0.071
C -4.224 -0.144 -2.656 -0.050 -0.012 -0.057
C -3.028 0.162 -2.069 0.008 -0.052 -0.042
C -1.927 0.529 -2.872 0.120 0.115 0.221
N -0.729 0.861 -2.290 -0.002 -0.077 -0.189
H 4.391 3.070 -0.093 0.007 0.001 0.012
H 4.341 3.556 -2.513 0.025 0.006 0.000
H 2.487 2.761 -3.898 0.002 0.014 -0.017
H 2.592 1.733 0.945 -0.001 0.006 0.015
H 1.008 1.791 -5.001 0.012 0.013 0.003
H -1.077 1.104 -6.113 -0.006 -0.001 -0.006
H -3.435 0.330 -5.923 -0.008 -0.009 -0.013
H -5.333 -0.351 -4.502 -0.016 -0.012 0.005
H -5.071 -0.411 -2.037 -0.009 -0.006 -0.003
H -2.920 0.153 -0.993 0.035 -0.006 0.019
N -3.707 -3.423 2.247 0.042 0.183 -0.279
N -2.901 -2.947 1.219 -0.061 -0.200 0.211
N -2.631 -3.673 0.166 0.031 0.090 -0.097
C -1.753 -2.897 -0.462 -0.015 -0.161 -0.088
N -1.515 -1.773 0.211 -0.056 0.271 0.267
N -2.266 -1.821 1.303 0.083 0.062 -0.063
H -4.339 -4.096 1.820 0.021 -0.003 0.104
H -4.230 -2.632 2.610 -0.017 -0.090 0.035
H -1.301 -3.143 -1.407 0.016 -0.011 -0.029
C 1.093 -4.788 1.880 -0.067 -0.006 0.036
C 2.282 -4.695 0.934 0.079 0.004 -0.048
C 1.991 -3.856 -0.308 -0.042 -0.081 -0.089
S 1.796 -2.119 0.096 -0.202 0.388 -0.408
O 1.123 -1.488 -1.151 0.082 -0.201 0.473
C 3.498 -1.521 0.097 0.144 -0.072 -0.009
C 4.079 -1.159 -1.270 -0.031 0.071 0.046
C 4.715 -2.310 -2.040 -0.005 -0.039 -0.070
H 1.316 -5.436 2.725 0.016 -0.015 -0.001
H 0.222 -5.199 1.367 0.003 -0.025 -0.005
H 0.811 -3.812 2.282 0.018 0.023 -0.011
H 2.562 -5.689 0.582 -0.027 -0.014 0.015
H 3.166 -4.314 1.454 -0.013 0.025 0.007
H 1.029 -4.130 -0.745 0.001 -0.016 -0.002
H 2.755 -3.936 -1.079 0.015 -0.025 0.023
H 4.068 -2.303 0.608 0.051 0.034 -0.005
H 3.477 -0.651 0.753 -0.038 0.018 -0.025
H 4.825 -0.384 -1.080 0.053 -0.047 0.015
H 3.305 -0.675 -1.869 -0.011 0.001 0.021
H 5.375 -2.905 -1.406 0.009 0.004 0.019
H 5.316 -1.925 -2.862 -0.003 0.015 0.001
H 3.975 -2.975 -2.485 -0.029 0.004 0.017
C 0.028 2.793 6.353 -0.004 0.025 0.028
C -0.540 3.415 5.232 0.020 -0.067 -0.003
C -0.604 2.744 4.041 0.022 -0.078 -0.044
C -0.092 1.414 3.937 0.007 0.064 0.095
C 0.488 0.814 5.094 0.002 -0.028 -0.046
C 0.544 1.493 6.281 -0.020 0.020 -0.019
C -0.120 0.657 2.742 -0.068 0.102 -0.216
C -0.668 1.055 1.545 -0.087 0.143 0.340
C -1.567 2.036 1.055 0.158 -0.371 0.028
C -1.153 3.102 0.228 -0.032 0.172 -0.082
C -2.104 3.960 -0.296 0.094 -0.074 0.038
C -3.450 3.773 -0.011 -0.081 0.034 -0.015
C -3.867 2.719 0.809 0.074 -0.045 0.029
C -2.946 1.842 1.333 -0.096 0.163 -0.097
H 0.070 3.329 7.292 0.006 0.007 0.009
H -0.925 4.421 5.315 -0.006 0.017 -0.004
H -1.036 3.223 3.176 -0.015 0.002 -0.038
H 0.881 -0.192 5.016 0.002 -0.008 0.003
H 0.980 1.037 7.158 0.007 -0.017 0.006
H 0.337 -0.329 2.768 0.032 0.023 0.072
H -0.101 3.240 0.015 -0.032 -0.012 0.024
H -1.791 4.780 -0.926 -0.004 0.023 -0.002
H -4.186 4.451 -0.421 -0.001 0.004 -0.006
H -4.917 2.592 1.033 -0.023 0.004 -0.009
H -3.253 1.013 1.954 0.018 -0.032 0.023
```
Forces are in eV/Å.

Its calculated total energy is -63231.80924 eV. For the LUMO energy (spin up / spin down), the calculation gives -5.8147 / -8.7081 eV. Its spin multiplicity is 5. Its total charge is +2. Its HOMO energy (spin up / spin down) is -12.058 / -13.150 eV.

Results of the Löwdin charge analysis, in e, for atoms 1 through 8:
1. Pd 0.992
2. C -0.067
3. C -0.058
4. C -0.012
5. C -0.199
6. C -0.171
7. C -0.126
8. C -0.193

Entry from the OMol25 dataset: a molecular structure, C36H39N6O4STi (wB97M-V/def2-TZVPD).

XYZ file:
```
87
Properties=species:S:1:pos:R:3:forces:R:3
Ti -0.240 0.108 0.798 0.729 -0.616 0.294
C -1.540 -0.826 3.646 0.028 -0.082 0.017
N -1.110 -1.471 2.382 0.122 0.119 -0.155
C -2.133 -2.406 1.873 0.020 0.017 0.100
C -3.494 -1.811 1.609 -0.048 -0.030 -0.101
C -4.490 -2.664 1.150 -0.033 0.048 -0.020
C -5.740 -2.138 0.885 -0.045 0.006 0.000
C -5.959 -0.786 1.104 0.026 -0.002 -0.007
C -4.908 -0.022 1.574 0.037 -0.036 -0.018
N -3.691 -0.515 1.821 -0.024 -0.018 0.008
C 0.127 -2.250 2.610 -0.007 0.052 0.090
C 1.185 -1.300 3.079 -0.010 -0.001 -0.125
C 2.101 -1.604 4.066 0.078 -0.001 0.017
C 3.044 -0.649 4.416 -0.017 -0.013 0.000
C 3.018 0.583 3.783 0.021 0.029 0.012
C 2.063 0.818 2.814 -0.072 0.061 -0.066
N 1.168 -0.113 2.457 0.249 0.014 0.459
C -1.679 0.670 3.577 0.013 -0.049 -0.076
C -2.320 1.319 4.619 -0.046 0.035 0.039
C -2.471 2.692 4.574 -0.011 -0.008 0.025
C -1.973 3.380 3.479 -0.001 0.010 0.013
C -1.337 2.665 2.488 0.064 -0.010 -0.124
N -1.174 1.332 2.531 -0.095 -0.053 -0.252
H -0.827 -1.067 4.440 -0.005 0.009 -0.009
H -2.498 -1.240 3.956 -0.009 0.008 0.015
H -2.252 -3.221 2.600 0.035 -0.016 -0.018
H -1.746 -2.839 0.951 -0.051 -0.015 -0.016
H -4.285 -3.715 0.993 0.016 0.006 -0.001
H -6.532 -2.774 0.513 -0.005 0.012 0.003
H -6.921 -0.333 0.910 0.001 0.006 0.002
H -5.038 1.039 1.758 0.006 0.018 0.008
H 0.428 -2.708 1.663 0.024 -0.003 -0.001
H -0.025 -3.050 3.342 -0.040 0.003 -0.003
H 2.074 -2.573 4.544 0.009 0.004 0.006
H 3.781 -0.862 5.179 0.001 0.005 -0.001
H 3.726 1.361 4.031 0.002 -0.005 0.007
H 2.005 1.764 2.288 0.005 -0.036 0.017
H -2.714 0.741 5.445 0.003 0.006 0.002
H -2.977 3.215 5.375 0.001 0.000 0.000
H -2.070 4.451 3.383 -0.007 0.000 0.012
H -0.927 3.176 1.629 -0.021 -0.043 0.056
C 4.536 1.451 -4.843 0.001 0.011 0.021
C 3.544 1.818 -3.777 0.045 -0.028 -0.018
C 2.268 2.261 -4.111 -0.038 0.013 0.027
C 1.353 2.596 -3.127 0.060 -0.108 -0.039
C 1.715 2.456 -1.794 0.072 -0.040 -0.134
C 2.987 2.024 -1.432 -0.100 0.010 -0.040
C 3.892 1.720 -2.429 0.035 -0.034 -0.026
S 0.530 2.858 -0.584 -0.143 -0.055 -0.140
O 1.216 2.976 0.683 0.010 -0.082 0.016
O -0.286 3.921 -1.090 -0.039 0.168 0.219
N -0.457 1.553 -0.404 -0.516 0.374 -0.110
C -1.808 1.563 -0.995 0.263 0.080 0.001
C -2.343 0.142 -0.944 0.231 -0.123 0.243
O -3.363 -0.208 -1.444 -0.018 -0.131 -0.053
O -1.542 -0.687 -0.203 -0.833 0.372 -0.256
H 4.090 1.495 -5.834 -0.006 0.001 0.000
H 4.918 0.440 -4.685 -0.008 -0.003 0.011
H 5.392 2.127 -4.825 0.000 0.002 0.005
H 1.989 2.354 -5.153 0.008 -0.002 -0.001
H 0.372 2.970 -3.391 -0.004 0.023 0.011
H 3.258 1.928 -0.390 -0.023 0.027 0.001
H 4.883 1.378 -2.159 0.001 0.011 -0.005
H -1.828 1.937 -2.019 0.052 -0.016 -0.015
H -2.490 2.186 -0.409 -0.025 0.036 -0.042
C 0.107 -2.613 -4.117 -0.033 -0.032 0.006
N 0.218 -1.168 -3.989 0.038 0.020 -0.027
C -0.798 -0.511 -4.792 -0.055 0.012 -0.045
C 0.101 -0.756 -2.600 0.004 0.036 0.040
C 1.350 -0.958 -1.761 -0.035 -0.096 0.098
C 2.482 -1.349 -2.468 0.033 -0.048 0.000
C 3.681 -1.641 -1.845 0.034 -0.010 0.000
C 3.755 -1.547 -0.471 -0.028 0.004 -0.024
C 2.642 -1.121 0.242 -0.029 0.114 0.002
C 1.403 -0.789 -0.340 0.125 0.024 -0.080
H 0.262 -2.909 -5.154 -0.008 0.019 -0.010
H -0.883 -2.978 -3.796 -0.002 0.001 0.001
H 0.864 -3.106 -3.508 -0.017 -0.012 0.001
H -0.711 -0.827 -5.831 0.019 -0.012 0.002
H -0.658 0.571 -4.755 0.007 0.003 0.007
H -1.822 -0.740 -4.452 0.011 0.003 0.002
H -0.728 -1.291 -2.128 -0.057 -0.041 -0.003
H -0.147 0.306 -2.605 -0.019 0.056 0.074
H 2.392 -1.427 -3.544 0.058 0.045 0.036
H 4.541 -1.945 -2.429 -0.004 -0.015 -0.001
H 4.669 -1.789 0.057 0.006 0.010 0.002
H 2.804 -1.043 1.304 -0.017 -0.013 0.034
```
Forces are in eV/Å.

Its calculated total energy is -89043.23315 eV. For the LUMO energy, the calculation gives -3.1338 eV. The value obtained for the energy above the lowest of the compared OMol25 structures with the same formula, charge and spin is 83.4 kJ/mol. Its total charge is +1. Its HOMO energy is -10.524 eV.

Results of the Löwdin charge analysis, in e, for atoms 1 through 8:
1. Ti 1.125
2. C -0.097
3. N -0.186
4. C -0.122
5. C -0.274
6. C -0.007
7. C -0.040
8. C -0.046

Entry from the OMol25 dataset: a molecular structure, C36H39N6SSbSn at a distorted geometry (wB97M-V/def2-TZVPD).

XYZ file:
```
84
Properties=species:S:1:pos:R:3:forces:R:3
Sn 1.444 -0.725 -2.143 0.227 1.589 -0.152
C -1.625 -4.569 -2.958 1.966 -0.953 -0.488
N -0.823 -4.336 -1.766 1.289 0.341 1.023
C -1.245 -4.624 -0.442 1.500 0.401 -1.566
C -0.236 -4.269 0.367 1.824 0.294 -0.069
N 0.868 -3.779 -0.432 -0.936 -0.750 -1.108
C 0.461 -3.813 -1.761 -1.793 -0.301 1.141
S 1.161 -3.165 -3.174 0.019 -0.324 -0.056
C 2.285 -3.628 -0.036 -0.463 -0.287 1.496
C 2.874 -4.578 0.847 -1.320 -0.293 0.104
C 4.177 -4.364 1.216 1.299 0.666 1.050
C 4.855 -3.165 0.863 -0.052 -1.467 -0.993
C 4.119 -2.260 0.126 0.033 0.255 -1.443
N 2.893 -2.522 -0.400 0.216 -0.332 1.127
H -1.133 -5.340 -3.602 -0.394 0.356 0.633
H -1.652 -3.703 -3.581 -0.355 0.815 -0.140
H -2.562 -4.919 -2.627 -1.205 -0.210 0.111
H -2.140 -5.175 -0.277 -0.490 0.139 0.287
H -0.143 -4.281 1.442 -0.039 -0.039 -0.094
H 2.324 -5.438 1.319 0.434 0.975 -0.980
H 4.691 -5.046 1.929 -0.488 0.278 -0.834
H 5.968 -3.132 0.874 -1.103 0.484 0.773
H 4.543 -1.300 -0.200 -0.183 -0.419 0.236
C -1.377 0.718 -1.179 -0.734 0.565 0.037
N -0.474 0.525 -2.283 -0.018 -0.548 -2.448
C -0.692 1.041 -3.478 -0.629 0.961 2.119
C 0.250 0.893 -4.495 0.246 0.770 -1.520
C 0.320 1.528 -5.761 1.471 -1.995 0.903
C 1.553 1.073 -6.323 -1.278 1.551 0.066
C 2.199 0.370 -5.359 -0.876 -1.758 2.122
N 1.380 0.182 -4.245 1.306 -0.130 -0.751
C -2.795 0.249 -1.390 -0.239 -0.139 -0.189
C -3.865 1.115 -1.126 -0.234 0.560 -0.055
C -5.197 0.676 -1.229 2.417 -1.251 -0.819
C -5.377 -0.606 -1.718 -1.444 -1.341 -0.054
C -4.337 -1.491 -2.082 -0.228 0.586 0.883
C -3.037 -1.064 -1.833 -0.747 0.334 -0.466
H -1.446 1.796 -0.981 0.283 -0.224 0.408
H -0.940 0.176 -0.346 0.058 0.370 0.651
H -1.518 1.779 -3.641 0.371 -0.870 0.177
H -0.391 2.170 -6.185 -0.837 0.649 -0.519
H 1.938 1.325 -7.285 0.179 0.136 -0.365
H 3.133 -0.154 -5.380 0.379 0.030 -0.172
H -3.708 2.190 -0.883 0.227 -1.016 0.030
H -6.005 1.306 -1.009 -0.970 0.698 0.322
H -6.413 -1.001 -1.751 0.675 0.330 -0.238
H -4.555 -2.516 -2.441 0.111 0.852 0.219
H -2.234 -1.739 -2.083 0.427 0.053 0.120
C -1.086 -2.115 4.897 0.531 0.430 1.963
C -0.019 -1.203 5.090 0.468 0.032 -0.036
C 0.523 -0.500 4.021 -0.513 0.414 -1.042
C -0.032 -0.697 2.716 0.789 0.696 0.072
C -1.031 -1.688 2.547 0.721 0.680 -1.151
C -1.615 -2.280 3.628 -0.120 -1.212 0.469
N 0.296 0.103 1.657 -0.730 -0.473 -0.235
C 1.401 0.879 1.569 1.069 -0.504 0.698
C 1.374 1.997 0.714 -1.511 0.317 -0.973
C 2.494 2.671 0.287 0.500 -0.297 0.429
C 3.727 2.291 0.807 1.404 1.379 -0.699
C 3.821 1.238 1.699 0.939 -0.560 0.145
C 2.686 0.583 2.150 -0.317 0.625 -1.331
H -1.440 -2.666 5.809 0.067 0.579 -1.218
H 0.443 -1.031 6.076 -0.513 -0.288 -0.353
H 1.283 0.320 4.011 -0.774 -0.993 0.971
H -1.249 -1.944 1.499 -0.508 0.302 0.530
H -2.442 -2.972 3.495 0.058 -0.034 -0.064
H 0.377 2.299 0.328 0.747 -0.322 0.214
H 2.452 3.447 -0.471 -0.194 0.132 0.273
H 4.627 2.918 0.567 -0.826 -0.954 0.031
H 4.852 0.841 1.933 -1.255 0.647 0.259
H 2.799 -0.215 2.828 0.055 -0.951 0.532
C -0.119 6.686 3.763 -0.840 0.092 0.312
Sb 0.084 5.457 2.026 -0.095 -0.622 -0.076
C -1.040 6.886 0.792 -0.943 -0.900 0.379
C -1.382 3.811 2.561 -1.310 1.166 -1.065
H 0.437 7.613 3.635 0.112 -0.074 -0.066
H 0.257 6.148 4.624 0.149 -0.005 0.235
H -1.175 6.952 3.960 0.453 -0.183 -0.149
H -1.707 7.510 1.438 0.798 -0.199 -0.670
H -1.701 6.250 0.180 0.153 0.361 -0.018
H -0.356 7.419 0.119 -0.299 0.070 0.461
H -2.397 4.236 2.768 0.742 -0.097 -0.196
H -1.126 3.263 3.446 0.643 -0.181 0.415
H -1.533 3.080 1.735 0.449 0.538 0.437
```
Forces are in eV/Å.

Its calculated total energy is -70105.66079 eV. For the LUMO energy, the calculation gives -0.6468 eV. The value obtained for the energy above the lowest of the compared OMol25 structures with the same formula, charge and spin is 172.9 kJ/mol. Its HOMO energy is -5.289 eV.

Results of the Löwdin charge analysis, in e, for atoms 1 through 8:
1. Sn 1.169
2. C -0.041
3. N -0.119
4. C -0.011
5. C -0.015
6. N 0.036
7. C -0.697
8. S 0.581